(P)
Formula: C3H4N2O
Source: OMol25
Level of theory: ωB97M-V with the def2-TZVPD basis set

Structure (XYZ):
```
10
Properties=species:S:1:pos:R:3:nbo_charge:R:1
C -0.920 0.607 0.031 -0.639
C -0.838 -0.985 -0.192 0.467
N -0.451 -2.126 -0.439 -0.136
N 0.436 -1.419 0.517 -0.525
C 1.702 -1.032 0.506 0.490
O 2.399 -0.692 -0.485 -0.577
H -0.514 1.263 -0.700 0.266
H -0.319 0.638 0.883 0.244
H -1.855 1.170 0.493 0.258
H 2.326 -0.871 1.484 0.154
```

Calculated values
- Highest occupied orbital energy: -9.126 eV
- Charge: 0
- SMILES: CC1=NN1C=O
- Kohn-Sham gap: 9.30 eV
- E_LUMO: 0.2 eV

=====

(Q)
Formula: C3H4N2O
Source: OMol25
Level of theory: ωB97M-V with the def2-TZVPD basis set

Structure (XYZ):
```
10
Properties=species:S:1:pos:R:3:nbo_charge:R:1
C 0.201 1.088 -1.447 -0.190
C 1.596 0.914 -1.221 0.733
C -0.244 -0.106 0.484 -0.129
N -0.736 0.670 -0.646 -0.202
N 1.081 -0.232 0.648 -0.799
O 2.729 1.091 -1.467 -0.415
H -0.020 1.357 -2.451 0.234
H -0.822 0.444 1.290 0.212
H -0.721 -1.016 0.150 0.209
H 1.551 -0.954 0.220 0.347
```

Calculated values
- Highest occupied orbital energy (spin up / spin down): -8.946 / -8.947 eV
- Charge: 0
- Kohn-Sham gap (spin up / spin down): 7.81 / 7.82 eV
- E_LUMO (spin up / spin down): -1.1 / -1.1 eV

=====

(R)
Formula: C3H4N2O
Source: OMol25
Level of theory: ωB97M-V with the def2-TZVPD basis set

Structure (XYZ):
```
10
Properties=species:S:1:pos:R:3:nbo_charge:R:1
N -0.699 0.471 -2.512 -0.298
C -0.035 0.855 -1.659 0.266
C 0.824 1.402 -0.644 -0.608
C 0.263 0.717 0.765 0.693
N 0.400 1.557 1.798 -0.813
O -0.171 -0.354 1.129 -0.582
H 0.591 2.519 -0.660 0.264
H 1.825 1.065 -0.944 0.281
H 0.065 1.190 2.652 0.410
H 0.613 2.559 1.684 0.387
```

Calculated values
- Highest occupied orbital energy: -10.507 eV
- Charge: 0
- SMILES: N#CCC(N)=O
- Kohn-Sham gap: 10.96 eV
- E_LUMO: 0.5 eV

=====

(S)
Formula: C3H4N2O
Source: OMol25
Level of theory: ωB97M-V with the def2-TZVPD basis set

Structure (XYZ):
```
10
Properties=species:S:1:pos:R:3:nbo_charge:R:1
O -0.485 1.690 -0.863 -0.646
C -0.218 0.468 -0.351 0.223
C 0.095 0.085 0.959 -0.309
N 0.274 -1.355 0.957 -0.283
N 0.165 -1.755 -0.301 -0.229
C -0.171 -0.714 -1.077 -0.101
H -0.481 2.345 -0.155 0.484
H -0.056 0.598 1.903 0.244
H 1.220 -0.517 1.056 0.399
H -0.343 -0.844 -2.139 0.218
```

Calculated values
- Highest occupied orbital energy: -9.322 eV
- Charge: 0
- Kohn-Sham gap: 9.80 eV
- E_LUMO: 0.5 eV

=====

Which structure wins on stability? (R) wins.